Record 1
This record from the Open Molecules 2025 dataset describes a structure of composition C41H44ClN5OSTeTi at a distorted geometry. The level of theory is ωB97M-V/def2-TZVPD.

The geometry in XYZ format:
```
95
C41H44ClN5OSTeTi, DFT ωB97M-V/def2-TZVPD
Ti 0.0000 0.0000 0.0000
Cl -0.5597 -5.6454 -0.2335
C -1.3077 -4.0607 -0.1073
C -2.7756 -3.9500 -0.0035
C -3.3372 -2.7373 0.0923
C -2.4726 -1.5354 0.0921
N -1.1869 -1.6575 0.0000
C -0.5649 -2.9388 -0.1032
H -3.3902 -4.8452 -0.0053
H -4.4160 -2.6295 0.1698
H -2.9260 -0.5531 0.1696
H 0.5170 -2.9977 -0.1786
C -5.5949 5.2419 5.8453
C -4.5710 4.3742 5.1732
C -3.2306 4.4141 5.5631
C -2.2725 3.6036 4.9330
C -0.8502 3.6873 5.4010
C -2.6609 2.7315 3.8848
Te -1.2134 1.4554 2.8998
N 0.0000 0.0000 2.0401
C 0.9261 -0.9432 2.5816
O 1.6217 -1.5388 1.7731
C 1.1390 -1.2444 4.0422
C 0.3063 -0.7756 5.0804
C 0.5685 -1.0982 6.4159
C 1.6615 -1.8966 6.7458
C 2.4937 -2.3801 5.7393
C 2.2363 -2.0615 4.4033
C -0.0805 3.0596 1.9837
C -0.6606 3.8971 0.9930
C -2.0631 3.7257 0.4774
C 0.0871 4.9487 0.4431
C 1.4018 5.1860 0.8492
C 2.1980 6.3128 0.2580
C 1.9823 4.3605 1.8124
C 1.2630 3.2984 2.3832
C 1.9622 2.4372 3.4042
C -4.0307 2.6846 3.5036
C -4.5703 1.7699 2.4325
C -4.9621 3.5105 4.1499
H -5.1403 5.8724 6.6389
H -6.3773 4.6049 6.3090
H -6.0679 5.9099 5.0950
H -2.9314 5.0818 6.3625
H -0.7305 4.3987 6.2457
H -0.2143 4.0538 4.5749
H -0.5106 2.6886 5.7466
H -0.5580 -0.1777 4.9008
H -0.0829 -0.7295 7.1981
H 1.8604 -2.1444 7.7804
H 3.3413 -3.0038 5.9929
H 2.9080 -2.4557 3.6511
H -2.5875 2.8673 0.9170
H -2.0351 3.5629 -0.6207
H -2.6545 4.6409 0.6914
H -0.3622 5.5864 -0.3099
H 1.6090 6.8804 -0.4937
H 3.1045 5.9083 -0.2396
H 2.5070 7.0131 1.0625
H 3.0061 4.5483 2.1150
H 2.9972 2.7882 3.6024
H 2.0408 1.4033 3.0282
H 1.4222 2.4340 4.3680
H -3.8088 1.1203 1.9674
H -5.0391 2.3764 1.6288
H -5.3425 1.1044 2.8731
H -6.0058 3.4755 3.8570
N 7.5081 0.0383 0.0246
C 6.3475 0.0300 0.0193
C 4.9138 0.0198 0.0128
C 4.2010 1.0367 0.6585
C 2.8045 1.0240 0.6504
C 2.1196 0.0000 0.0000
C 2.8248 -1.0142 -0.6440
C 4.2214 -1.0070 -0.6394
H 4.7257 1.8416 1.1697
H 2.2442 1.8100 1.1495
H 2.2804 -1.8080 -1.1482
H 4.7622 -1.8043 -1.1457
S 0.0000 0.0000 -2.4032
C -1.6016 0.4284 -2.4592
N -2.5822 -0.5089 -2.5023
C -3.9795 -0.2001 -2.7097
C -4.3348 1.1454 -2.1049
C -3.3489 2.1704 -2.6344
N -1.9854 1.7301 -2.4378
H -2.2709 -1.4708 -2.5735
H -4.5726 -1.0019 -2.2597
H -4.1591 -0.2049 -3.7904
H -4.2569 1.0899 -1.0119
H -5.3631 1.4269 -2.3527
H -3.4696 3.1307 -2.1241
H -3.4898 2.3326 -3.7087
H -1.2359 2.4120 -2.4636
H -1.0250 1.4315 0.0000
```

- DFT total energy: -3913.53155 hartree
- ⟨S²⟩: 3.783
- Charge: -1
- HOMO level (spin up / spin down): -2.0 / -4.5 eV
- HOMO-LUMO gap (spin up / spin down): 4.1 / 5.9 eV
- LUMO level (spin up / spin down): 2.095 / 1.455 eV
- Spin multiplicity: 4

Here are the Mulliken charges for atoms 1 to 6, given in e:
1 Ti -1.029
2 Cl -0.291
3 C 0.123
4 C -0.634
5 C -1.057
6 C -0.748


Record 2
This record from the Open Molecules 2025 dataset describes a structure of composition C41H45EuN13O2PS2Si at a distorted geometry. The level of theory is ωB97M-V/def2-TZVPD.

The geometry in XYZ format:
```
106
C41H45EuN13O2PS2Si, DFT ωB97M-V/def2-TZVPD
Eu 0.0850 -0.0996 0.3788
C -3.9423 0.6801 4.3782
C -3.9925 0.9558 2.9226
N -5.0602 1.1480 2.2128
N -4.5842 1.3568 0.9441
C -3.2592 1.2789 0.8430
S -2.2714 1.4503 -0.5100
N -2.8752 1.0341 2.1216
N -1.5336 0.8903 2.4608
H -4.9580 0.6554 4.7634
H -3.3828 1.4561 4.9020
H -3.4658 -0.2814 4.5781
H -5.2222 1.4936 0.1780
H -1.1714 1.7830 2.7842
H -1.3942 0.1431 3.1338
N 0.4044 -0.3250 -4.2465
P 0.4985 0.5998 -2.7254
C 0.8014 2.2135 -3.5268
C -0.0703 3.2633 -3.2547
C 0.1644 4.5235 -3.7934
C 1.2739 4.7402 -4.5957
C 2.1534 3.6976 -4.8714
C 1.9165 2.4403 -4.3403
C 2.1671 0.3408 -1.9901
C 2.6600 1.5331 -1.1390
C 4.3279 0.6377 -0.0372
C 5.0183 -0.4938 -0.7105
C 4.3996 -1.1410 -1.6885
C 2.9518 -0.9377 -1.9426
C -0.2954 -1.4738 -4.3796
C -0.8111 -2.0046 -5.5695
C -1.5470 -3.1608 -5.5281
C -1.7980 -3.8208 -4.3127
C -1.2719 -3.3046 -3.1679
N -0.5254 -2.1754 -3.2412
H 0.5220 0.2071 -5.0967
H -0.9286 3.1034 -2.6107
H -0.5205 5.3353 -3.5843
H 1.4633 5.7254 -5.0026
H 3.0272 3.8681 -5.4869
H 2.6295 1.6432 -4.5314
H 1.9954 2.3913 -1.1479
H 4.8243 0.9472 0.8800
H 6.0390 -0.7350 -0.4412
H 4.8882 -1.9265 -2.2499
H 2.4849 -1.7227 -2.5221
H -0.6341 -1.4767 -6.4963
H -1.9518 -3.5620 -6.4477
H -2.3871 -4.7245 -4.2692
H -1.3730 -3.7174 -2.1731
C 1.1455 -2.0221 5.0014
Si 1.4204 -1.4108 3.2617
C 2.9406 -2.2026 2.5077
C 1.7270 0.4376 3.4182
N 0.0338 -1.5401 2.2250
C -0.5993 -2.7705 2.0000
C -0.1041 -3.9936 2.4679
C -0.7443 -5.2040 2.2408
C -1.9132 -5.2366 1.5059
C -2.4277 -4.0437 1.0083
C -1.7932 -2.8429 1.2649
O -2.2756 -1.6111 0.7550
C -3.5069 -1.6960 0.1154
C -3.6043 -1.5083 -1.2492
C -4.8581 -1.5370 -1.8492
C -5.9991 -1.7562 -1.0883
C -5.8856 -1.9401 0.2850
C -4.6380 -1.9075 0.8889
H 2.1004 -2.0445 5.5358
H 0.7200 -3.0254 5.0461
H 0.4770 -1.3504 5.5472
H 3.8040 -1.5354 2.5817
H 2.7711 -2.4160 1.4490
H 3.2097 -3.1420 2.9986
H 2.6999 0.5899 3.9007
H 0.9675 0.9202 4.0468
H 1.7893 0.9312 2.4410
H 0.8355 -3.9969 3.0078
H -0.3167 -6.1181 2.6325
H -2.4248 -6.1686 1.3065
H -3.3316 -4.0690 0.4155
H -2.7129 -1.3024 -1.8226
H -4.9412 -1.3780 -2.9171
H -6.9717 -1.7862 -1.5618
H -6.7687 -2.1046 0.8892
H -4.5320 -2.0576 1.9570
C 2.5699 4.5199 3.8354
N 1.8384 3.6605 2.9234
C 1.2358 4.0745 1.8058
N 1.3109 5.3783 1.5060
S 0.4032 3.0129 0.7829
H 2.7715 3.9649 4.7473
H 1.9721 5.3927 4.1012
H 3.5226 4.8443 3.4089
H 1.8874 2.6601 3.0400
H 1.9559 5.9932 1.9705
H 0.9146 5.6705 0.6302
O -0.3120 -1.9413 -1.0159
N 0.1587 -1.6131 -2.1467
N 2.1608 -0.5751 -0.7570
C 2.7575 0.5508 0.0498
C 4.1699 1.8664 -1.0612
C 4.8918 1.8354 -2.3345
N 5.3683 1.7871 -3.3785
C 4.3202 3.1578 -0.3777
N 4.3409 4.1468 0.2066
```

- Relative energy (zero: lowest compared OMol25 entry of this formula, charge and spin): 4.223 eV
- DFT total energy: -4588.91074 hartree
- ⟨S²⟩: 15.796
- Charge: +1
- HOMO level (spin up / spin down): -9.4 / -9.4 eV
- HOMO-LUMO gap (spin up / spin down): 6.3 / 6.0 eV
- LUMO level (spin up / spin down): -3.075 / -3.432 eV
- Spin multiplicity: 8

Here are the Mulliken charges for atoms 1 to 6, given in e:
1 Eu 0.272
2 C -1.444
3 C 1.273
4 N -0.865
5 N 0.550
6 C -0.416


Look up the DFT total energy of the first one.
-3913.53155 hartree


The highest DFT total energy belongs to which entry?
C41H44ClN5OSTeTi


The highest DFT total energy belongs to which entry?
C41H44ClN5OSTeTi


Which of these has the lowest ⟨S²⟩?
C41H44ClN5OSTeTi